Entry 1:
C31H20CaClIN9O4S2 | the ωB97M-V functional and the def2-TZVPD basis

Geometry as XYZ:
```
69
Properties=species:S:1:pos:R:3:mulliken_charge:R:1
Ca 0.3129 0.1011 0.7176 2.833
O -2.8948 -0.0225 -5.7349 -0.687
C -3.1235 0.8395 -4.8747 0.383
O -3.8517 1.8367 -4.7895 -0.688
C -2.1710 0.7117 -3.6354 -0.431
C -1.6146 -0.5204 -3.3227 -1.185
C -0.8984 -0.6439 -2.1430 -0.023
N -0.5993 0.4202 -1.3822 0.414
C -1.0169 1.6274 -1.7519 0.444
C -1.8841 1.7979 -2.8305 -0.944
C -0.4712 2.7724 -0.9592 1.030
C -1.0950 4.0096 -0.9350 -0.676
C -0.4667 5.0599 -0.2878 -0.676
C 0.7756 4.8518 0.2896 -0.827
C 1.3119 3.5778 0.2444 -0.225
N 0.7000 2.5421 -0.3381 -0.059
C -0.5052 -2.0048 -1.7253 1.375
C -1.4161 -3.0405 -1.9199 -1.330
C -1.1129 -4.3478 -1.6378 -0.509
C 0.1864 -4.7097 -1.2308 -0.646
C 1.1022 -3.7353 -1.1027 -0.294
N 0.7654 -2.4054 -1.3029 0.958
H -1.7431 -1.3373 -4.0270 0.811
H -2.3397 2.7503 -3.0747 0.480
H -2.0527 4.1535 -1.4171 0.491
H -0.9345 6.0359 -0.2537 0.470
H 1.3160 5.6552 0.7723 0.466
H 2.2789 3.3786 0.6922 0.575
H -2.4058 -2.7621 -2.2474 0.800
H -1.8766 -5.1079 -1.7511 0.478
H 0.4598 -5.7338 -1.0230 0.474
H 2.1311 -3.8933 -0.8140 0.435
N -3.2950 0.6525 0.6304 -0.199
C -2.6265 1.4082 1.5289 0.102
N -1.3387 1.2794 1.7682 -0.184
C -0.9204 2.1995 2.7265 -0.572
C -1.8771 3.0254 3.1899 -0.460
S -3.3846 2.6703 2.4356 -0.205
C 0.5067 2.2078 3.1036 -0.341
C 1.0793 2.9905 4.0389 -0.599
S 2.7841 2.7578 4.0550 -0.195
C 2.6256 1.6084 2.7847 0.053
N 1.3972 1.3895 2.3972 0.107
N 3.7201 0.9972 2.2246 -0.411
H -2.8746 -0.2543 0.4358 -0.211
H -4.3003 0.6854 0.6302 0.283
H -1.8005 3.8159 3.9210 0.454
H 0.6079 3.6788 4.7233 0.456
H 4.6315 1.3419 2.4730 0.248
H 3.6281 0.6979 1.2678 0.196
Cl -0.4052 -6.6546 3.3729 -0.248
C -0.6535 -5.1071 2.6304 0.529
C -1.8712 -4.7991 2.1064 -0.430
C -2.0891 -3.5542 1.4800 -0.116
I -3.9779 -3.1510 0.6966 0.033
C -1.0985 -2.5953 1.3560 -0.023
O -1.2333 -1.4734 0.7002 0.533
C 0.1753 -2.9183 1.9631 -0.396
N 1.1595 -1.9590 1.8773 0.302
C 2.3455 -2.2332 2.3827 -0.219
C 2.6577 -3.4460 3.0153 -1.190
C 1.6930 -4.4042 3.1161 -0.884
C 0.4051 -4.1654 2.5821 -0.147
H -2.6743 -5.5231 2.1659 0.476
H 3.1015 -1.4580 2.3076 0.354
H 3.6488 -3.6013 3.4196 0.467
H 1.8957 -5.3490 3.6029 0.465
O 1.8056 -0.5160 -0.7650 0.063
N 1.9454 -1.6366 -1.0364 -0.807
```

Computed properties:
2S+1 = 1
charge = +1

=====

Entry 2:
C5H15N3O3P | the ωB97M-V functional and the def2-TZVPD basis

Geometry as XYZ:
```
27
Properties=species:S:1:pos:R:3:mulliken_charge:R:1
C 2.6379 -2.7335 -1.3936 0.381
C -3.2421 0.0397 2.2260 -1.013
C 2.2897 1.2640 0.7211 -0.978
C -2.9482 0.4491 0.8288 -0.109
C 1.0092 2.0268 0.1877 -0.226
N 3.6796 -2.6933 -0.8215 -0.365
N 1.5786 -2.5682 -1.9302 -0.592
N 0.4081 -1.3364 0.8383 -0.399
O -0.2550 -0.6753 -1.6205 -0.407
O -1.9249 -0.4129 0.2653 -0.247
O -0.1278 1.1177 0.0833 -0.203
P -0.4861 -0.3109 -0.0864 0.685
H -3.8594 -0.9627 2.2740 0.256
H -2.3842 -0.1180 2.9045 0.288
H -3.8336 0.8492 2.5880 0.376
H 2.4655 0.1607 0.4493 0.246
H 3.1453 1.8197 0.4226 0.381
H 2.2287 1.4934 1.7735 0.325
H -2.7851 1.5544 0.8759 0.255
H -3.8832 0.3504 0.1894 0.269
H 1.1382 2.4205 -0.8409 0.301
H 0.8063 2.7193 0.9948 0.277
H 4.1685 -3.1039 -0.1024 0.268
H 1.1827 -2.9486 -2.8438 0.244
H 0.1926 -1.3287 1.8640 0.257
H 0.5034 -2.3242 0.5739 0.257
H 0.0723 -1.5423 -1.8374 0.474
```

Computed properties:
2S+1 = 1
charge = +1

=====

Entry 3:
C10H22KO4Si2Te | the ωB97M-V functional and the def2-TZVPD basis

Geometry as XYZ:
```
40
Properties=species:S:1:pos:R:3:mulliken_charge:R:1
K -3.7512 -0.0969 -1.8228 0.987
O -5.5172 -3.0877 0.8897 -0.675
C -4.8130 -2.2994 0.2247 0.494
O -4.9342 -2.0280 -1.0253 -0.866
C -3.6939 -1.5323 0.9271 0.523
O -2.9113 -2.1702 1.6811 -0.630
O -3.6417 -0.2667 0.7059 -0.836
C 0.8708 0.9879 -3.3912 -1.137
Si 1.2907 2.2342 -2.0872 0.524
C 0.1197 3.7843 -2.0961 -1.108
C 2.9833 3.0433 -2.4342 -1.245
C 1.3246 1.4549 -0.4499 -0.993
Te -0.7939 0.8537 -0.0057 0.013
C -0.1964 -1.2176 0.2826 -0.941
Si 0.3550 -1.6367 2.0251 0.481
C -0.6597 -0.8367 3.3519 -0.997
C 0.3188 -3.5319 2.1952 -1.195
C 2.1982 -1.0564 2.2667 -1.130
H 1.5748 1.2315 -4.2320 0.295
H -0.1160 1.0360 -3.6948 0.342
H 1.0368 -0.0259 -3.1268 0.383
H 0.0531 4.2419 -3.1306 0.280
H 0.6442 4.5800 -1.5627 0.305
H -0.9232 3.6428 -1.8577 0.353
H 3.1443 4.1466 -2.5161 0.325
H 3.2901 2.7695 -3.4319 0.363
H 3.7094 2.5937 -1.7272 0.306
H 1.6089 2.1502 0.3518 0.456
H 1.9744 0.5548 -0.3819 0.366
H 0.5931 -1.3809 -0.4336 0.568
H -1.1332 -1.7497 -0.0177 0.437
H -1.6825 -0.8449 3.0739 0.315
H -0.3744 0.1842 3.5581 0.337
H -0.5306 -1.3562 4.2913 0.339
H -0.7257 -3.7775 2.2944 0.327
H 0.9637 -3.9158 2.9879 0.316
H 0.6919 -4.0631 1.3411 0.385
H 2.3489 -0.0017 1.9043 0.222
H 2.9090 -1.5570 1.7117 0.426
H 2.3942 -1.0565 3.3609 0.284
```

Computed properties:
2S+1 = 1
charge = -1

=====

Entry 4:
C25H20N2O3PSSbSe4Zr | the ωB97M-V functional and the def2-TZVPD basis

Geometry as XYZ:
```
58
Properties=species:S:1:pos:R:3:mulliken_charge:R:1
Zr -0.2984 -1.8055 -2.0229 0.642
N -0.3947 -2.7865 2.0512 -0.165
C -0.4830 -1.5200 2.5605 0.477
C -1.1083 -1.3332 3.8045 -0.897
C -1.2095 -0.0833 4.3733 -0.597
C -0.6859 1.0306 3.7234 -1.016
C -0.0814 0.8603 2.4931 -0.257
C 0.0139 -0.3913 1.8797 0.977
P 0.8739 -0.6085 0.2815 1.239
C 0.9189 1.0673 -0.4343 0.579
C -0.2535 1.8252 -0.4630 -0.605
C -0.2894 3.0433 -1.1221 -1.031
C 0.8428 3.5124 -1.7734 -0.770
C 2.0122 2.7674 -1.7478 -0.817
C 2.0557 1.5532 -1.0781 -1.082
C 2.5763 -0.9510 0.8292 1.010
C 3.1546 -2.1955 0.6103 -0.133
C 4.4183 -2.4736 1.1133 -0.675
C 5.1103 -1.5066 1.8252 -0.521
C 4.5377 -0.2594 2.0439 -0.739
C 3.2722 0.0155 1.5541 -0.300
H 0.1904 -2.9956 1.2579 -0.209
H -0.5765 -3.5592 2.6657 0.228
H -1.5072 -2.1998 4.3192 0.380
H -1.6936 0.0253 5.3357 0.408
H -0.7448 2.0135 4.1705 0.446
H 0.3218 1.7293 1.9890 0.382
H -1.1340 1.4725 0.0594 0.871
H -1.2017 3.6259 -1.1206 0.497
H 0.8177 4.4612 -2.2935 0.410
H 2.8994 3.1312 -2.2491 0.438
H 2.9771 0.9855 -1.0514 0.601
H 2.6223 -2.9450 0.0388 0.009
H 4.8617 -3.4446 0.9361 0.468
H 6.0995 -1.7209 2.2090 0.387
H 5.0767 0.4974 2.5991 0.417
H 2.8262 0.9865 1.7344 0.339
Se -0.4802 -3.1149 -4.4348 -0.394
Sb 1.5825 -3.8080 -3.2700 0.634
Se 2.2081 -1.4149 -2.7281 -0.334
Se 0.2816 -4.1611 -1.0742 -0.690
Se 3.2310 -5.3745 -3.9023 -0.521
O -2.9159 -0.0216 -4.7072 -0.715
S -2.3610 0.0041 -3.4022 1.227
O -0.9178 0.2559 -3.2562 -0.649
N -2.5049 -1.3570 -2.5038 -0.767
C -2.6499 -0.9531 -1.2166 1.018
O -2.0016 -1.5452 -0.3346 -0.454
C -3.3466 0.3523 -1.0757 0.251
C -3.9176 0.9432 0.0351 -0.350
C -4.4276 2.2281 -0.1126 -0.588
C -4.3431 2.9031 -1.3281 -0.517
C -3.7369 2.3199 -2.4370 -0.773
C -3.2519 1.0414 -2.2763 0.324
H -3.9650 0.4182 0.9803 0.554
H -4.8982 2.7132 0.7320 0.421
H -4.7510 3.9018 -1.4106 0.437
H -3.6520 2.8451 -3.3785 0.492
```

Computed properties:
2S+1 = 1

=====

no.,orbital gap (eV)
1,4.3
2,11.2
3,5.8
4,6.6